Entry 1:
24 unconnected molecules or ions with the total composition C48H144O24, computed with ωB97M-V with the def2-TZVPD basis set.

Atoms and positions in Å:
H -2.50600 5.37609 0.95034
H -0.02545 -3.79203 3.56808
H -0.03517 0.17939 2.19820
H 4.47597 -3.89668 0.92600
O -4.66846 0.62036 -1.16563
H 4.94833 0.86907 1.71843
H -0.73593 3.60292 -6.32663
H 0.28022 -0.78277 -3.64910
C -3.76548 5.29699 2.75401
H -5.55336 2.29275 -4.42522
O -1.82983 2.52400 4.54043
C 2.03543 5.93083 0.09470
H -3.55775 -0.79698 -0.48250
C -1.66601 2.71099 6.94640
H 2.26173 -1.75415 -1.41214
H 1.05192 -4.99353 2.83947
C 2.32951 -2.98286 -3.15547
O -1.71884 4.16935 2.43182
H 0.15940 -1.43949 6.79127
H 2.93608 6.43859 0.38067
H -2.55548 -5.13031 3.62107
H 2.00837 1.89201 3.07217
H -3.67459 1.37197 -8.26635
H -0.68311 2.12322 6.96507
H -1.66247 3.00789 3.70292
C 2.35202 2.75232 -5.10203
H -2.99095 2.26694 0.26157
H 2.12178 5.44995 -0.86247
O 3.93310 -4.34583 1.60965
H 5.22604 -1.97795 0.15957
H 2.76981 -3.55172 3.09608
H 1.29985 6.72495 0.02817
H -0.96710 1.14790 4.71995
H -2.18302 2.86837 -1.98986
H 1.94723 -3.97004 -3.57571
H -1.01678 0.32448 -1.73453
C 4.54830 -0.10410 2.09222
H -1.62770 -1.75525 2.26314
H 0.47006 3.92629 -0.31199
H 1.56548 2.19786 -5.58360
H 2.25155 2.81862 -3.99909
C -2.59149 -2.28804 2.17671
C -2.61138 -6.16720 3.39404
H -4.43445 2.53470 -1.90929
H 1.24069 0.60613 4.81007
C 4.15168 1.03881 -1.78418
H 7.26027 -1.32715 -0.42275
C -0.35460 3.66519 -2.76046
H -5.57622 0.32067 -1.25558
H 4.28607 -1.56550 5.67483
H 3.91074 2.06057 -6.49916
H -4.55746 -2.28936 1.48225
H 3.15117 -6.10994 1.89424
C 2.28288 3.26638 4.64447
O -2.47750 -5.95332 0.97860
H -2.40700 4.12837 -3.08953
H 0.74170 -2.14624 1.83928
C 0.62865 -1.41180 -7.22525
H 0.84566 -0.18607 -0.18612
H 4.90424 2.48409 -0.31131
O 1.87363 -1.87404 -3.90120
H 4.13084 -7.13713 -0.22671
H -1.48194 -4.81091 -1.09123
H -3.85367 0.27010 3.28627
H -4.24135 -5.84496 1.97925
H -1.58951 2.65078 -8.50255
O 3.45575 -1.94304 7.99919
H -1.77435 -0.67525 -5.18963
C -1.26295 -0.63584 5.45630
H -0.32756 3.00480 -3.62174
C -2.89862 -0.97670 -3.41074
H -3.66427 -1.50619 -4.06118
H 5.44077 -6.47401 0.85007
C 4.53283 -6.23068 0.26763
H 2.58689 -1.88060 8.39613
C -0.43700 -1.81471 5.96565
H -5.87484 2.36757 -0.94917
H 7.98770 -1.74458 -1.94372
C -0.20266 0.01368 0.07274
H 0.88357 -2.76863 -1.58335
H -2.68147 4.10632 5.54680
H 3.27914 1.89488 0.11700
H -3.52830 -7.48328 1.91387
C 2.53906 1.90603 4.07908
C -1.36578 2.72564 -6.35530
C 3.20761 -0.50931 1.46263
H 4.42712 -3.28791 5.10158
H 3.45021 -3.06122 -3.17565
H -2.99834 -5.43474 0.32814
C -3.63897 -1.65570 1.33134
C 7.37730 -2.15399 -1.16367
O -5.92812 2.52679 -6.43733
H 5.48533 -2.70085 6.32614
H 4.81404 1.45845 -2.54325
O -3.01654 1.45455 -7.56687
H -0.86157 4.18614 1.98782
O 2.21970 4.05858 -5.66432
H 1.54826 5.10791 2.09471
H -5.37235 5.11425 -5.52848
C -5.02766 4.30274 -4.91200
H -3.15463 0.08630 -3.25570
C -2.43653 5.34052 2.05187
H 2.59758 -5.40552 0.39783
H -4.98952 2.60855 3.92605
H -2.60481 -3.90119 -3.75982
C -1.76785 3.78297 -2.30733
O 0.44379 4.19602 0.64122
C 3.73387 2.10923 -5.40781
H -2.85709 -1.44553 -2.42730
H -0.73606 -0.90646 0.12393
O -0.46113 0.29625 4.71775
H 0.06008 4.59342 -3.12035
H 4.80801 -5.52952 -0.55803
H -2.88824 3.58253 -7.70253
H -5.14592 1.94842 -6.54242
H -3.98956 0.60432 4.99648
O -5.25319 -0.78004 4.14207
H -3.13471 -6.68750 4.20419
H 2.72457 4.68301 -5.10708
H 2.61918 3.39323 -1.50798
H 0.28604 2.35906 -1.36124
H 5.60751 -1.92433 -2.35929
H -4.32005 4.45600 2.44191
H 3.25371 -1.00105 -6.50766
H 2.17524 -1.98655 -4.81638
H -1.93752 2.72250 -5.39872
C 4.47894 -2.61189 5.94983
C -4.06748 2.45520 0.29085
H -3.75457 -3.37775 -1.00414
H 1.21250 3.55201 4.54623
H -3.79152 -0.58718 1.59200
O -0.78943 0.88324 -0.96426
H 1.66629 -3.42031 1.10249
H 2.33874 -3.51902 -1.08638
H 3.13014 0.85838 -2.07910
H -6.94817 3.26300 -4.90282
H 2.46445 4.05161 1.02729
C -1.78585 3.44375 5.62097
C 0.75331 -3.20778 1.65304
H 0.22041 -2.28369 5.22595
C -5.52368 1.63081 3.93255
H -1.34239 -2.07688 -4.21476
H 2.55056 3.38558 5.69465
H -3.49454 5.08187 3.79416
O 5.16967 -2.73678 -0.45940
C 1.67253 4.78335 1.02632
H 2.64983 -1.21695 2.05700
C 1.97226 -1.94916 -7.65862
H -1.88816 -3.15638 -1.55692
H -0.85478 4.06682 5.49226
C -2.14104 -4.19831 -1.73426
H -0.91260 -4.49341 -3.50600
H 6.32213 -0.85457 2.21510
O -3.25857 -1.60534 -0.05187
O 2.87278 -1.88127 -6.55031
C -3.30894 -6.39221 2.03706
H -2.23764 -5.60487 -3.32503
C 5.99701 -2.59269 -1.59311
H -0.10900 -1.54800 -7.98143
H -4.23209 3.50722 0.57246
C 0.88465 -3.92594 2.98507
C -0.32078 0.80714 1.36602
O -3.51078 -4.27134 -1.30417
H -2.04508 -0.93617 4.76506
H 6.09012 -3.61523 -1.99784
H -2.40689 1.90372 7.01879
H -5.04927 4.61960 -3.85386
H 3.60853 1.80682 3.84143
H -1.63456 -6.63256 3.35207
C 3.39085 -2.92371 6.95639
C -1.58128 -1.04639 -4.16080
H 0.66624 -0.32028 -6.98055
O 5.45461 -1.12280 1.85984
H 2.46632 -2.82312 6.48404
H -2.43346 -3.26111 1.75352
C 3.97078 2.13901 -0.68926
O 1.99494 -3.35241 3.66569
O 2.16348 0.87202 4.90856
H 1.89983 -3.00587 -7.94195
O -0.56534 -0.29175 -3.55627
O 0.59155 3.20753 -1.69903
H -0.10295 -3.44514 1.02386
H -1.10671 -2.58638 6.35793
H -1.78283 -0.19640 6.34688
H -6.28705 1.60318 4.71206
C -4.58718 0.44857 4.09273
O 3.57005 3.32261 -1.36519
H -1.97178 6.28566 2.37126
H -3.96853 4.07456 -5.15675
H 2.61893 0.40457 1.35830
H 4.57197 0.09999 -1.36294
H 3.27218 -0.99024 0.46943
H -1.80456 4.32095 -1.38282
C -5.90755 3.07697 -5.08427
C 1.93081 -2.75736 -1.69197
C -1.94199 -4.53624 -3.15959
H 0.35519 1.64661 1.35488
H 0.38119 -1.96885 -6.30600
H -4.52071 1.80298 1.02557
H -1.32338 1.22897 1.57967
H 7.90457 -2.93869 -0.64428
H 4.36764 0.05279 3.15612
H -4.37995 6.18798 2.77354
H -1.65943 3.35763 7.80481
H 3.64438 -3.93119 7.35723
H -6.09728 1.60076 3.01929
H 2.46744 -1.39083 -8.48612
H 4.43512 2.74418 -4.91293
H 3.75173 1.10884 -4.97893
C -4.78691 2.12322 -0.96036
C 3.46958 -5.53858 1.02986
H -5.84977 -0.81916 4.89441
H 2.83682 4.08153 4.15738
H -0.69123 1.83621 -6.28069
C -2.21762 2.69232 -7.63699
H -3.04273 -2.48775 3.21226

Cartesian forces (eV/Å) of the 3 atoms listed first:
-0.11 -0.03 0.30
0.13 0.00 0.31
0.05 -0.15 0.41

Calculated values
- HOMO energy: -0.34340 Eh
- Total charge: 0
- Molar mass: 1105.66 u
- Lowest unoccupied orbital energy: 0.40 eV
- Energy above the lowest of the compared OMol25 structures with the same formula, charge and spin: 19.1 kcal per mole

Entry 2:
8 unconnected molecules or ions with the total composition C31H66Cl14FO2P2, computed with ωB97M-V with the def2-TZVPD basis set.

Atoms and positions in Å:
O -0.84979 0.66836 5.04655
C -3.48144 2.54311 3.39736
H -1.97203 3.61420 -3.71102
Cl -5.59250 -6.33165 -0.44802
H 5.98286 -5.17074 0.59539
H 2.16011 1.48509 -6.23611
H -5.80025 -4.44588 -2.81663
H 0.42270 -0.73601 0.22600
H -4.79694 1.18467 -0.00485
H 5.35988 4.45682 6.14512
C -2.21186 2.55811 4.29260
H 5.28282 -4.44862 -1.61616
C 3.14462 -1.22640 -6.77494
H -2.37643 -0.45147 2.94331
H 2.22952 0.65021 2.65949
C 2.79779 -1.25288 1.77277
H 3.63856 4.14546 1.40979
H 5.15054 4.13747 0.46322
H -0.99433 -3.26251 0.84664
H -0.96673 3.03684 -1.27238
C 2.60121 2.48219 -6.31469
C 2.84235 -2.34508 -7.74142
H 3.04281 -1.43236 0.71201
C -0.98408 -2.19729 1.13789
H -2.24113 5.88042 -2.61224
H -3.58501 -6.60162 1.61806
H -4.63191 -3.55281 -3.79305
H -0.14008 1.30082 5.22944
Cl 3.04925 -3.85902 -1.22573
H 3.72889 -2.56561 -8.33448
H -5.38164 -4.83479 1.34155
H 4.81794 3.94847 4.54243
H -2.41551 -2.19713 -0.50084
P -3.19669 1.59839 1.82082
H 4.01194 3.73510 -5.26068
O -0.12119 1.42148 1.76574
H -2.76817 4.81318 -4.73262
H -1.26604 2.61754 3.72997
C 4.92398 -4.98136 0.42362
C -3.83827 -5.30301 -2.80633
H -1.71482 -0.59141 -0.15224
C 3.35380 1.15118 0.90671
H -3.89329 -5.80325 -1.83574
C 4.21032 3.59236 0.64642
C 3.48860 2.78948 -5.13373
H 4.70173 2.20124 2.24741
Cl 4.27046 -4.29193 1.93259
F -4.32502 3.00081 -1.52057
Cl 2.66293 2.13499 5.17599
Cl 2.38739 -3.85138 -6.90433
H -1.13493 -2.14052 2.22993
H -3.42208 3.84587 0.07013
H 2.88514 2.84989 -4.22826
C -4.59044 2.02086 0.68445
Cl -0.00713 5.21502 -2.31273
C -5.60126 -5.90130 1.28156
H 4.43008 -5.93480 0.24875
C -2.10236 1.31683 5.25248
H -3.88983 3.54019 3.18214
C 4.53222 2.15204 1.15689
H -4.10972 -6.02245 -3.57899
Cl -4.98846 -8.40751 2.18245
C -4.76452 -4.11427 -2.87077
C -1.83128 4.55487 -4.24051
H -0.42495 1.33885 -0.97320
H 2.94228 4.21810 6.22507
H 3.94306 0.28951 2.87951
C 4.75724 -4.04724 -0.75061
C 4.90195 3.64321 5.58402
C 1.31470 -1.63267 2.05154
H -1.17979 6.57786 -3.83799
C -1.42467 5.66433 -3.30078
H -4.52121 -6.29678 3.08484
P -1.30822 2.35991 1.03319
H 0.85334 -0.95842 2.79422
Cl 3.48345 2.57526 -7.86338
C -3.23916 -0.19078 2.30187
H -2.93006 0.62627 5.04599
C -4.35013 3.30060 -0.16803
Cl 6.01934 2.26001 5.66426
C -1.23629 2.07021 -0.82106
H -5.17970 4.00251 0.01639
C 3.12025 0.23858 2.15286
H 5.47031 1.79810 0.69782
C 0.46050 -1.70173 0.76021
H 0.93870 -2.41439 0.07176
H -3.70334 -2.15438 1.58509
H -0.54902 0.64480 2.16169
H -4.24839 -0.92332 0.46651
H -4.12711 -0.30101 2.95574
H 3.47005 -1.87908 2.39149
Cl 1.68272 -0.66850 -5.91682
H 3.64185 2.90802 7.17946
H 2.45140 1.73969 0.66475
H -2.25368 3.47767 4.90205
H 1.30512 -2.64526 2.49804
H 2.03339 -2.07956 -8.41881
H 3.62250 3.53142 -0.28292
H 3.87622 -1.52720 -6.02860
Cl -0.62567 4.28483 -5.52103
H 5.15740 -3.05865 -0.53382
C -2.11985 -1.51069 0.30780
H 1.79359 3.21144 -6.36667
H -2.20780 1.70651 -1.18356
Cl -4.50180 -2.99250 -1.50496
H -5.48706 2.19246 1.30115
Cl -2.14024 -4.83915 -3.09953
H 3.54132 -0.36697 -7.31603
C -3.40361 -1.19277 1.12468
H 3.60555 0.53654 0.02481
C 3.55218 3.31681 6.17539
C -4.57368 -6.68101 2.06649
H -6.60626 -6.06646 1.66409
Cl 4.71038 1.51795 -4.86071
H -4.24739 1.95016 3.93390
H -2.11289 1.69087 6.28783

Cartesian forces (eV/Å) of the 3 atoms listed first:
-0.43 -0.38 -0.30
0.41 -0.80 -0.12
0.05 0.03 0.00

Calculated values
- HOMO energy: -0.42939 Eh
- Total charge: +1
- Molar mass: 1048.16 u
- Lowest unoccupied orbital energy: -2.55 eV